{
  "formula": "C36H91N6O16",
  "method": "ωB97M-V/def2-TZVPD",
  "total_charge": 1,
  "e_homo_ev": -10.347,
  "orbital_gap_ev": 8.8,
  "symbols": ["C", "C", "C", "O", "C", "N", "H", "H", "H", "H", "H", "H", "H", "H", "H", "H", "H", "H", "C", "C", "C", "O", "C", "N", "H", "H", "H", "H", "H", "H", "H", "H", "H", "H", "H", "H", "C", "C", "C", "O", "C", "N", "H", "H", "H", "H", "H", "H", "H", "H", "H", "H", "H", "H", "C", "C", "C", "O", "C", "N", "H", "H", "H", "H", "H", "H", "H", "H", "H", "H", "H", "H", "C", "N", "C", "C", "C", "C", "O", "H", "H", "H", "H", "H", "H", "H", "H", "H", "H", "H", "H", "H", "H", "C", "N", "C", "C", "C", "C", "O", "H", "H", "H", "H", "H", "H", "H", "H", "H", "H", "H", "H", "H", "H", "C", "C", "O", "O", "H", "H", "H", "C", "C", "O", "O", "H", "H", "H", "C", "C", "O", "O", "H", "H", "H", "C", "C", "O", "O", "H", "H", "H", "C", "C", "O", "O", "H", "H", "H"],
  "positions_angstrom": [[5.38, 1.84, 25.24], [4.10, 1.80, 24.43], [4.30, 1.23, 23.01], [4.52, 2.46, 22.24], [4.91, 1.99, 20.93], [3.09, 1.02, 25.19], [2.31, 0.82, 24.53], [3.41, -0.85, 25.93], [2.77, 1.57, 25.97], [6.03, 2.62, 24.86], [5.96, 0.89, 25.16], [5.14, 2.26, 26.21], [3.75, 2.84, 24.38], [3.35, 0.73, 22.69], [5.11, 0.53, 22.79], [5.13, 2.87, 20.30], [4.20, 1.38, 20.40], [5.90, 1.41, 20.92], [11.69, -6.80, 26.75], [10.81, -7.09, 28.00], [9.34, -7.20, 27.63], [8.92, -8.39, 26.90], [7.49, -8.64, 27.09], [11.40, -8.28, 28.64], [11.47, -8.23, 29.65], [10.95, -9.08, 28.31], [14.49, -11.68, 25.41], [12.66, -6.56, 27.15], [11.40, -5.89, 26.20], [11.65, -7.65, 26.02], [10.75, -6.26, 28.65], [9.06, -6.31, 27.04], [8.85, -7.15, 28.60], [7.26, -8.70, 28.09], [7.25, -9.58, 26.58], [6.92, -7.82, 26.62], [8.74, -5.18, 19.94], [8.31, -4.51, 21.20], [8.43, -3.02, 21.32], [8.48, -2.62, 22.67], [8.58, -1.20, 22.78], [6.88, -4.86, 21.53], [6.53, -5.93, 21.50], [6.54, -4.53, 22.46], [6.13, -4.28, 20.99], [8.69, -6.28, 20.09], [9.81, -4.87, 19.72], [8.11, -4.93, 19.10], [8.97, -4.89, 22.03], [7.52, -2.64, 20.85], [9.32, -2.69, 20.77], [9.50, -0.90, 22.25], [8.60, -0.94, 23.84], [7.68, -0.78, 22.37], [7.20, -7.74, 12.27], [5.67, -7.57, 12.36], [5.26, -7.23, 13.78], [3.84, -7.18, 13.79], [3.31, -8.13, 14.58], [5.22, -6.59, 11.35], [10.14, 0.20, 16.42], [5.77, -6.57, 10.52], [4.32, -6.89, 11.02], [7.67, -6.89, 12.86], [7.55, -7.69, 11.27], [7.48, -8.70, 12.61], [5.17, -8.50, 12.24], [5.60, -6.28, 14.21], [5.56, -8.02, 14.50], [2.30, -8.34, 14.35], [3.22, -7.90, 15.70], [3.79, -9.10, 14.59], [9.44, -7.33, 23.50], [9.97, -8.53, 22.81], [10.93, -8.10, 21.69], [10.77, -9.36, 23.84], [8.78, -9.41, 22.35], [8.96, -10.18, 21.12], [9.04, -9.37, 19.93], [8.96, -7.61, 24.42], [8.79, -6.86, 22.74], [10.28, -6.62, 23.66], [11.11, -8.93, 21.01], [11.82, -7.75, 22.17], [10.47, -7.25, 21.20], [10.57, -10.41, 23.75], [10.49, -9.03, 24.78], [11.83, -9.07, 23.74], [7.86, -8.79, 22.20], [8.56, -10.06, 23.13], [8.08, -10.82, 21.03], [9.91, -10.75, 21.18], [8.49, -9.70, 19.20], [1.66, -5.48, 22.98], [2.02, -4.30, 22.11], [2.57, -4.86, 20.87], [0.72, -3.56, 21.73], [2.95, -3.28, 22.75], [4.15, -3.95, 23.34], [4.03, -4.65, 24.57], [2.57, -6.00, 23.28], [1.04, -6.16, 22.41], [1.13, -5.14, 23.86], [1.84, -5.50, 20.42], [3.46, -5.41, 21.13], [2.72, -4.01, 20.20], [0.16, -3.43, 22.65], [0.25, -4.12, 20.96], [1.00, -2.59, 21.39], [2.24, -2.85, 23.48], [3.22, -2.46, 22.07], [4.99, -3.24, 23.30], [4.38, -4.74, 22.64], [4.25, -4.03, 25.29], [12.39, -1.90, 16.85], [11.23, -1.05, 17.27], [10.97, -0.77, 18.40], [10.47, -0.60, 16.22], [12.64, -2.74, 17.48], [13.25, -1.19, 16.86], [12.35, -2.14, 15.76], [4.21, -0.68, 28.35], [4.32, -1.79, 27.45], [3.81, -1.69, 26.16], [4.88, -2.83, 27.74], [4.44, -1.18, 29.37], [3.23, -0.19, 28.33], [5.02, 0.00, 28.10], [4.56, -1.18, 19.18], [5.04, -2.02, 20.32], [5.23, -1.49, 21.42], [5.12, -3.31, 20.11], [5.40, -0.87, 18.63], [4.28, -0.30, 19.72], [3.83, -1.61, 18.48], [4.95, -9.36, 21.92], [5.12, -7.84, 22.03], [4.15, -7.20, 22.40], [6.28, -7.36, 21.70], [4.08, -9.61, 22.50], [5.73, -9.98, 22.16], [4.67, -9.48, 20.89], [15.34, -8.83, 26.22], [14.77, -9.95, 25.42], [13.88, -9.82, 24.63], [15.18, -11.14, 25.79], [14.97, -7.93, 25.70], [16.43, -9.02, 26.16], [14.92, -8.94, 27.17]],
  "lowdin_charge": [-0.0649, -0.4081, -0.1695, -0.1768, -0.1221, 0.0217, 0.0919, 0.0317, 0.0768, 0.0779, 0.0978, 0.0667, 0.1409, 0.1255, 0.0981, 0.0923, 0.0526, 0.1077, -0.0576, -0.4036, -0.1982, -0.2289, -0.0590, 0.0634, 0.0749, 0.0418, 0.1166, 0.0636, 0.0715, 0.0658, 0.1248, 0.1319, 0.1191, 0.0522, 0.0922, 0.0954, -0.0369, -0.3493, -0.2094, -0.1783, -0.0726, 0.1487, 0.0862, 0.1344, 0.0968, 0.0736, 0.1092, 0.0853, 0.1323, 0.1144, 0.1339, 0.0972, 0.0931, 0.0620, -0.0532, -0.4186, -0.1930, -0.1601, -0.1944, 0.0566, 0.0547, 0.0511, 0.0632, 0.1073, 0.0559, 0.0584, 0.1237, 0.1287, 0.1202, 0.0674, 0.1066, 0.0804, 0.0092, -0.2780, 0.0482, 0.0460, -0.1165, -0.2257, -0.0716, 0.0993, 0.0856, 0.1203, 0.1039, 0.0967, 0.0846, 0.1045, 0.0447, 0.0822, 0.1205, 0.1134, 0.1323, 0.1337, 0.1086, 0.0169, -0.3329, -0.0103, 0.0351, -0.0793, -0.2444, -0.0420, 0.0735, 0.1122, 0.1082, 0.1014, 0.0755, 0.1102, 0.1070, 0.0908, 0.0939, 0.1424, 0.1215, 0.1286, 0.0753, 0.0745, 0.0067, -0.5658, 0.1052, 0.1209, 0.0770, 0.1037, 0.0964, -0.0053, -0.5692, 0.0529, 0.0788, 0.1359, 0.0933, 0.0934, 0.0023, -0.7068, -0.0339, -0.1206, 0.0713, 0.0321, 0.0924, 0.0075, -0.6508, 0.0049, -0.0969, 0.0758, 0.0249, 0.0821, 0.0308, -0.6187, 0.0727, 0.1426, 0.1009, 0.1101, 0.0715]
}

---

{
  "formula": "CH5NO2S",
  "method": "ωB97M-V/def2-TZVPD",
  "total_charge": 0,
  "e_homo_ev": -8.766,
  "orbital_gap_ev": 9.4,
  "symbols": ["C", "N", "O", "O", "S", "H", "H", "H", "H", "H"],
  "positions_angstrom": [[0.57, -1.11, 0.36], [-0.37, 1.31, -0.44], [-2.10, -0.26, 0.63], [1.65, -0.67, -0.36], [-1.15, -0.25, -0.47], [0.46, -2.19, 0.25], [0.54, -0.78, 1.40], [-0.49, 1.80, -1.31], [-0.75, 1.86, 0.32], [1.64, 0.30, -0.37]],
  "lowdin_charge": [-0.3048, -0.2193, -0.5580, -0.1112, 0.8757, 0.0822, 0.0867, 0.0355, 0.0469, 0.0663]
}

---

{
  "formula": "C12H35N3O4",
  "method": "ωB97M-V/def2-TZVPD",
  "total_charge": 0,
  "e_homo_ev": -9.299,
  "orbital_gap_ev": 10.0,
  "symbols": ["C", "O", "C", "C", "C", "N", "H", "H", "H", "H", "H", "H", "H", "H", "H", "H", "H", "C", "O", "C", "C", "C", "N", "H", "H", "H", "H", "H", "H", "H", "H", "H", "H", "H", "C", "O", "C", "C", "C", "N", "H", "H", "H", "H", "H", "H", "H", "H", "H", "H", "H", "O", "H", "H"],
  "positions_angstrom": [[33.26, 4.94, -9.32], [34.22, 5.94, -9.51], [34.31, 6.40, -10.84], [34.92, 5.40, -11.78], [36.34, 5.03, -11.34], [35.03, 5.96, -13.14], [33.28, 4.67, -8.27], [33.46, 4.01, -9.87], [32.25, 5.28, -9.58], [33.31, 6.70, -11.18], [34.94, 7.30, -10.84], [34.38, 4.44, -11.83], [36.92, 5.93, -11.12], [36.88, 4.48, -12.11], [36.31, 4.42, -10.43], [35.28, 5.22, -13.78], [34.14, 6.31, -13.48], [31.83, 3.19, -2.64], [32.61, 2.86, -3.76], [32.23, 1.61, -4.30], [33.06, 1.16, -5.50], [34.48, 0.85, -5.07], [33.09, 2.14, -6.57], [32.11, 2.62, -1.75], [30.75, 3.07, -2.82], [31.95, 4.26, -2.44], [32.32, 0.84, -3.53], [31.17, 1.65, -4.57], [32.56, 0.22, -5.79], [35.12, 0.65, -5.93], [34.53, 0.01, -4.36], [34.94, 1.70, -4.55], [32.18, 2.20, -7.03], [33.70, 1.82, -7.32], [25.67, 2.02, -7.00], [26.74, 2.41, -6.18], [27.81, 2.97, -6.91], [28.91, 3.34, -5.94], [28.37, 4.35, -4.92], [30.04, 3.89, -6.71], [25.83, 1.04, -7.47], [25.50, 2.73, -7.82], [24.75, 2.02, -6.42], [28.19, 2.20, -7.59], [27.50, 3.86, -7.47], [29.27, 2.47, -5.38], [27.61, 3.85, -4.32], [27.93, 5.21, -5.43], [29.12, 4.72, -4.22], [29.80, 4.82, -7.05], [30.79, 4.15, -6.07], [32.83, 4.85, -5.60], [33.36, 4.21, -6.09], [32.56, 4.34, -4.83]],
  "lowdin_charge": [-0.1073, -0.1718, -0.2208, -0.4555, -0.0612, 0.0255, 0.0662, 0.0814, 0.0939, 0.1264, 0.1326, 0.1232, 0.0821, 0.0714, 0.0749, 0.0681, 0.0667, -0.1026, -0.2114, -0.1976, -0.4258, -0.0605, 0.0461, 0.0944, 0.0877, 0.0989, 0.1315, 0.1107, 0.1383, 0.0768, 0.0806, 0.0869, 0.0753, 0.0825, -0.1233, -0.1894, -0.2260, -0.4322, -0.0575, 0.0473, 0.0875, 0.0875, 0.0869, 0.1294, 0.1293, 0.1186, 0.0756, 0.0818, 0.0676, 0.0793, 0.0349, -0.0897, -0.0039, -0.0112]
}

---

{
  "formula": "C7H12N2",
  "method": "ωB97M-V/def2-TZVPD",
  "total_charge": 0,
  "e_homo_ev": -8.060,
  "orbital_gap_ev": 8.8,
  "symbols": ["C", "C", "C", "C", "C", "C", "C", "N", "N", "H", "H", "H", "H", "H", "H", "H", "H", "H", "H", "H", "H"],
  "positions_angstrom": [[-0.57, -1.16, -1.71], [1.23, -3.30, 0.26], [-0.06, -2.93, 0.12], [-1.29, -3.38, 0.87], [0.79, 2.86, 1.04], [0.03, 3.30, -1.38], [0.08, 2.32, -0.19], [-0.28, -1.96, -0.86], [-0.45, 1.17, -0.04], [1.98, -2.92, -0.42], [1.60, -3.95, 0.97], [-1.97, -3.49, 0.09], [-1.16, -4.34, 1.45], [-1.64, -2.50, 1.53], [0.47, 3.83, 1.36], [0.80, 2.20, 1.82], [1.76, 3.02, 0.67], [-0.89, 3.31, -2.01], [0.68, 3.43, -2.19], [0.06, 4.20, -0.88], [-1.14, 0.30, -0.50]],
  "lowdin_charge": [0.0653, 0.0920, -0.3969, -0.0393, -0.0556, -0.0450, -0.4489, -0.0297, 0.0639, 0.0669, 0.0372, 0.0449, 0.1012, 0.1199, 0.0685, 0.0385, 0.0606, 0.0934, 0.0510, 0.0251, 0.0870]
}